The following is a DFT calculation (wB97M-V/def2-TZVPD) of C4H3NO2 in the gas phase.

The HOMO energy comes out at -8.9 eV. The calculation puts the LUMO energy at -0.71 eV. The calculation puts the max |F| at 8.07 eV/A. For the energy, the calculation gives -359.315204 a.u. Its gap between HOMO and LUMO is 8.148 eV. As for the net charge: 0.

Positions of all 10 atoms, in Å:
1 O 2.34149 0.44617 -0.65917
2 O 0.47308 1.61624 -1.14857
3 N -0.48302 -1.34398 -0.81400
4 C -0.57792 0.10226 1.04734
5 C -0.58707 0.75250 2.04412
6 C -0.03055 -0.26604 -0.07962
7 C 1.26388 0.81015 -0.80864
8 H -1.42776 -1.68533 -0.77605
9 H -0.91882 1.25751 2.92219
10 H -0.05331 -1.68949 -1.72759